(1)
Below is a structure of composition C23H31N3O4, with properties calculated with ωB97M-V/def2-TZVPD.

The geometry in XYZ format:
```
61
C23H31N3O4 ωB97M-V/def2-TZVPD
C 5.67 7.40 -1.38
H 5.91 8.29 -0.93
O 4.40 6.99 -0.69
C 3.76 5.97 -0.92
C 4.01 5.24 -1.85
C 3.47 4.05 -2.15
C 2.48 3.75 -1.32
C 1.86 4.65 -0.46
C 2.64 5.80 -0.21
C 2.31 6.65 1.00
H 1.51 6.30 1.28
H 2.12 7.76 0.41
H 3.05 6.84 1.81
H 1.11 4.29 0.12
C 1.38 2.61 -1.70
N 0.57 2.19 -0.99
C 0.02 1.02 -1.44
C 0.93 0.73 -2.59
O 1.70 1.60 -2.78
C 1.00 -0.45 -3.64
H 0.13 -1.08 -3.31
H 2.08 -0.83 -3.75
H 0.67 -0.11 -4.71
C -1.03 0.25 -1.16
N -1.20 -1.09 -1.36
C -0.08 -1.68 -0.18
C -0.56 -1.57 1.44
H 0.17 -2.16 1.75
H -0.56 -0.57 1.64
C -1.82 -2.44 1.46
C -1.70 -3.91 1.15
O -0.72 -4.28 0.80
N -2.68 -4.75 1.61
C -3.90 -4.28 2.47
H -3.97 -3.23 2.54
C -3.84 -5.15 3.56
O -3.89 -6.38 3.58
C -2.31 -6.89 2.95
H -2.50 -7.86 2.81
C -2.38 -6.13 1.39
H -1.49 -6.45 1.15
H -3.08 -6.55 0.88
H -1.59 -6.34 3.51
H -4.76 -4.79 4.39
H -3.03 -4.53 4.23
H -4.84 -4.83 1.89
C -2.87 -1.94 0.47
C -2.25 -2.00 -0.87
H -3.02 -1.57 -1.90
H -1.84 -2.89 -1.38
H -3.82 -2.52 0.28
H -3.20 -0.87 0.53
H -2.44 -2.32 2.37
H 0.90 -1.04 -0.13
H 0.29 -2.75 -0.35
H -1.88 0.35 -1.85
H -1.52 0.77 -0.11
H 3.76 3.37 -3.05
H 5.02 5.27 -2.69
H 5.55 7.39 -2.35
H 6.30 6.73 -1.27
```

* HOMO-LUMO gap: 7.8 eV
* energy: -36992.374 eV
* energy relative to the best compared isomer or geometry (same formula, charge and spin): 2215.0 kJ/mol
* LUMO level: 0.8 eV


(2)
Below is the ion C4H5N2OS with charge -1, with properties calculated with ωB97M-V/def2-TZVPD.

The geometry in XYZ format:
```
13
C4H5N2OS ωB97M-V/def2-TZVPD
C -1.71 0.60 -0.42
N -0.57 0.27 0.41
N 0.60 1.09 0.23
C 1.80 0.05 0.23
S 3.30 0.64 -0.05
C 1.23 -1.16 0.49
C -0.14 -1.06 0.54
O -1.03 -1.94 0.61
H -2.17 1.65 -0.31
H -1.32 0.64 -1.47
H -2.42 -0.18 -0.29
H 0.61 1.47 -0.65
H 1.81 -2.07 0.68
```

* HOMO-LUMO gap: 7.3 eV
* total charge: -1
* SMILES string: Cn1[nH]c(=S)cc1[O-]
* energy: -20092.418 eV
* energy relative to the best compared isomer or geometry (same formula, charge and spin): 82.7 kJ/mol
* LUMO level: 3.8 eV


(3)
Below is a cluster of 2 separate species, C5H12BrOP in total, with properties calculated with ωB97M-V/def2-TZVPD.

The geometry in XYZ format:
```
20
C5H12BrOP ωB97M-V/def2-TZVPD
C 2.41 -1.44 0.59
C -0.54 2.33 0.05
C 0.93 -1.72 0.36
C 0.08 1.13 0.76
C -2.79 -0.46 -1.33
O 1.08 0.18 -1.62
P 0.24 -0.22 -0.48
Br -3.72 -0.13 0.26
H 2.55 -0.65 1.33
H 2.92 -2.33 0.93
H 2.86 -1.12 -0.35
H -1.57 2.12 -0.22
H -0.53 3.21 0.69
H 0.02 2.54 -0.86
H 0.39 -1.93 1.28
H 0.80 -2.56 -0.33
H -0.52 0.80 1.60
H 1.09 1.36 1.09
H -2.88 -1.46 -1.69
H -2.81 0.35 -2.04
```

* HOMO-LUMO gap (alpha / beta): 7.6 / 8.0 eV
* energy: -86756.368 eV
* energy relative to the best compared isomer or geometry (same formula, charge and spin): 113.2 kJ/mol
* LUMO level (alpha / beta): -0.3 / -0.5 eV


(4)
Below is a structure of composition C29H42N5P2S2V, with properties calculated with ωB97M-V/def2-TZVPD.

The geometry in XYZ format:
```
81
C29H42N5P2S2V ωB97M-V/def2-TZVPD
V -0.34 0.20 0.86
N 0.50 1.46 -0.82
C 0.37 2.93 -0.77
C -1.03 3.36 -1.19
C -2.08 3.11 -0.13
N -2.14 1.69 0.29
H 1.47 1.18 -0.84
H 0.11 1.08 -1.68
H 1.13 3.42 -1.38
H 0.54 3.25 0.26
H -1.30 2.84 -2.12
H -1.03 4.42 -1.42
H -3.05 3.43 -0.51
H -1.86 3.71 0.75
H -2.35 1.12 -0.53
H -2.94 1.57 0.91
C -0.77 2.61 3.22
C 0.68 2.38 2.93
C 1.63 3.23 3.54
C 2.95 3.04 3.31
C 3.37 1.97 2.49
C 4.74 1.72 2.27
C 5.11 0.65 1.50
C 4.14 -0.20 0.96
C 2.78 0.00 1.14
S 1.65 -1.17 0.49
C 2.38 1.14 1.90
N 1.04 1.40 2.12
H -0.93 2.67 4.30
H -1.39 1.81 2.82
H -1.11 3.56 2.79
H 1.27 4.02 4.19
H 3.70 3.68 3.76
H 5.48 2.38 2.71
H 6.16 0.44 1.32
H 4.45 -1.07 0.39
C 0.49 -2.05 3.77
P -0.90 -1.28 2.88
C -1.96 -0.73 4.26
C -1.82 -2.73 2.21
C -2.80 -2.28 1.14
P -1.91 -1.56 -0.31
C -3.32 -1.23 -1.43
C -1.18 -3.06 -1.05
H 0.13 -2.79 4.48
H 1.05 -1.28 4.30
H 1.16 -2.51 3.05
H -2.18 -1.55 4.95
H -2.91 -0.33 3.88
H -1.46 0.07 4.81
H -2.33 -3.26 3.02
H -1.08 -3.41 1.79
H -3.46 -1.50 1.53
H -3.44 -3.10 0.81
H -3.90 -2.14 -1.58
H -2.96 -0.88 -2.40
H -3.99 -0.48 -1.01
H -1.85 -3.91 -0.94
H -0.22 -3.29 -0.59
H -1.01 -2.89 -2.12
S 1.56 -1.51 -7.25
C 0.85 -1.05 -5.68
C 1.33 -1.58 -4.49
C 0.74 -1.19 -3.30
N -0.27 -0.32 -3.23
C -0.70 0.20 -4.38
C -0.18 -0.13 -5.62
C 1.10 -3.24 -7.24
C -0.16 -3.63 -7.66
C -0.47 -4.99 -7.62
N 0.38 -5.93 -7.20
C 1.59 -5.53 -6.82
C 2.00 -4.21 -6.82
H 2.15 -2.29 -4.49
H 1.12 -1.57 -2.35
H -1.52 0.92 -4.31
H -0.58 0.32 -6.52
H -0.88 -2.91 -8.01
H -1.45 -5.33 -7.94
H 2.27 -6.31 -6.50
H 3.01 -3.94 -6.52
```

* HOMO-LUMO gap (alpha / beta): 7.1 / 7.4 eV
* 2S+1: 4
* total charge: +1
* energy: -104140.039 eV
* energy relative to the best compared isomer or geometry (same formula, charge and spin): 11.3 kJ/mol
* LUMO level (alpha / beta): -2.2 / -2.3 eV


(5)
Below is a structure of composition C4H11BInO3Yb, with properties calculated with ωB97M-V/def2-TZVPD.

The geometry in XYZ format:
```
21
C4H11BInO3Yb ωB97M-V/def2-TZVPD
C -0.83 0.65 -3.16
C -1.38 -0.51 -2.13
O -0.56 -0.71 -0.92
B -0.94 0.20 0.18
O -2.29 0.74 0.45
In 0.76 0.80 1.63
C 2.21 -0.89 2.05
C 1.50 -2.40 2.02
O 1.89 -3.30 1.08
H -0.33 1.57 -2.64
H -1.77 1.05 -3.77
H -0.11 0.09 -3.93
H -2.52 -0.32 -1.92
H -1.32 -1.54 -2.73
H -2.26 1.57 1.01
H 1.54 2.35 1.13
H -0.10 1.16 3.21
H 3.08 -0.82 1.27
H 2.72 -0.74 3.12
H 0.64 -2.67 2.80
Yb 0.06 3.73 1.24
```

* HOMO-LUMO gap: 5.1 eV
* total charge: +1
* energy: -47835.815 eV
* LUMO level: -6.5 eV


(6)
Below is an isolated molecule of C22H31N3O4, with properties calculated with ωB97M-V/def2-TZVPD.

The geometry in XYZ format:
```
60
C22H31N3O4 ωB97M-V/def2-TZVPD
C 0.61 3.60 -1.76
C 0.33 3.33 -0.31
O -0.73 2.35 -0.25
C -1.14 2.03 0.98
O -0.74 2.54 1.98
C -2.25 0.97 0.99
C -1.89 -0.12 2.02
C -0.42 -0.46 2.24
O 0.03 -0.58 3.36
N 0.32 -0.63 1.12
C 1.73 -0.99 1.20
C 1.91 -2.45 1.67
C 1.26 -3.44 0.75
C -0.11 -3.70 0.81
C -0.67 -4.58 -0.10
C 0.15 -5.18 -1.04
N 1.46 -4.96 -1.11
C 1.98 -4.12 -0.23
C 2.47 -0.72 -0.12
C 1.67 -0.14 -1.29
C 2.76 0.25 -2.29
C 3.93 0.76 -1.42
C 3.60 0.31 0.02
C -3.54 1.68 1.45
C -4.03 2.64 0.38
C -4.41 1.87 -0.87
N -3.39 0.88 -1.20
C -2.43 0.36 -0.41
O -1.74 -0.57 -0.80
H 1.42 4.33 -1.85
H 0.90 2.69 -2.28
H -0.27 4.01 -2.26
H 1.20 2.92 0.21
H 0.01 4.22 0.23
H -2.24 0.21 3.00
H -2.43 -1.04 1.77
H -0.18 -0.71 0.24
H 2.15 -0.36 1.99
H 2.98 -2.65 1.75
H 1.49 -2.53 2.68
H -0.71 -3.23 1.58
H -1.73 -4.80 -0.08
H -0.26 -5.87 -1.77
H 3.06 -3.97 -0.29
H 2.91 -1.65 -0.47
H 0.94 -0.84 -1.71
H 1.12 0.74 -0.96
H 3.07 -0.64 -2.85
H 2.42 0.98 -3.02
H 4.88 0.36 -1.76
H 4.02 1.85 -1.47
H 3.23 1.16 0.61
H 4.47 -0.09 0.55
H -4.30 0.92 1.66
H -3.32 2.19 2.38
H -4.90 3.20 0.73
H -3.26 3.37 0.15
H -5.37 1.35 -0.70
H -4.54 2.54 -1.72
H -3.46 0.42 -2.10
```

* HOMO-LUMO gap: 9.5 eV
* SMILES string: CCOC(=O)[C@@]1(CC(=O)N[C@@H](Cc2cccnc2)C2CCCC2)CCCNC1=O
* energy: -35979.746 eV
* energy relative to the best compared isomer or geometry (same formula, charge and spin): 52.4 kJ/mol
* LUMO level: 0.5 eV


(7)
Below is a structure of composition C4H10N2O, with properties calculated with ωB97M-V/def2-TZVPD.

The geometry in XYZ format:
```
17
C4H10N2O ωB97M-V/def2-TZVPD
C -0.62 0.47 -0.10
C 1.78 -0.52 -1.50
C -1.25 -0.87 -0.41
C 0.34 0.64 0.91
N -1.31 1.01 1.57
O 0.88 0.52 -1.34
N 1.38 0.51 1.53
H -0.94 1.33 -0.66
H -1.61 1.97 1.69
H -2.00 0.36 1.93
H 1.36 0.68 2.53
H 2.52 -0.58 -0.68
H 1.31 -1.52 -1.57
H 2.37 -0.39 -2.42
H -2.33 -0.79 -0.34
H -0.96 -1.17 -1.42
H -0.91 -1.65 0.28
```

* HOMO-LUMO gap: 8.5 eV
* energy: -9332.605 eV
* energy relative to the best compared isomer or geometry (same formula, charge and spin): 615.8 kJ/mol
* LUMO level: 0.7 eV


(8)
Below is a structure of composition C36H35N3O3PSZn, with properties calculated with ωB97M-V/def2-TZVPD.

The geometry in XYZ format:
```
80
C36H35N3O3PSZn ωB97M-V/def2-TZVPD
Zn 0.03 0.17 0.00
C 6.01 4.04 -2.88
C 4.55 3.77 -2.66
C 4.02 3.68 -1.37
C 2.67 3.42 -1.17
C 1.84 3.24 -2.27
C 2.34 3.35 -3.56
C 3.69 3.62 -3.74
S 0.14 2.86 -2.04
O -0.35 3.56 -0.88
O -0.49 3.03 -3.31
N 0.13 1.29 -1.61
C 0.51 0.25 -2.44
C 0.67 0.23 -3.84
C 0.99 -0.97 -4.44
C 1.15 -2.13 -3.68
C 0.97 -2.05 -2.32
N 0.67 -0.89 -1.71
H 6.50 4.36 -1.95
H 6.16 4.82 -3.63
H 6.52 3.14 -3.24
H 4.66 3.84 -0.51
H 2.25 3.38 -0.16
H 1.67 3.26 -4.41
H 4.08 3.72 -4.75
H 0.49 1.13 -4.40
H 1.11 -1.01 -5.51
H 1.40 -3.08 -4.13
H 1.08 -2.91 -1.68
C -2.17 -2.79 -0.46
C -3.04 -1.55 -0.58
C -2.84 -0.80 -1.90
C -2.90 -0.63 0.64
C -3.66 -1.19 1.85
O -2.71 -1.10 2.94
C -1.54 -0.69 2.45
N -1.51 -0.45 1.18
C -0.50 -0.56 3.52
C -0.93 -0.84 4.83
C -0.08 -0.76 5.91
C 1.25 -0.41 5.72
C 1.69 -0.11 4.45
C 0.84 -0.18 3.34
P 1.59 0.37 1.78
C 3.08 -0.62 1.54
C 4.03 -0.18 0.62
C 5.12 -0.99 0.31
C 5.25 -2.24 0.90
C 4.29 -2.68 1.80
C 3.20 -1.88 2.12
C 2.06 2.08 2.16
C 1.05 3.03 2.02
C 1.31 4.37 2.28
C 2.59 4.76 2.65
C 3.60 3.81 2.78
C 3.34 2.47 2.54
H -2.29 -3.42 -1.34
H -2.43 -3.40 0.41
H -1.11 -2.53 -0.38
H -4.09 -1.87 -0.56
H -1.85 -0.38 -1.98
H -3.56 0.02 -2.00
H -2.98 -1.48 -2.75
H -3.28 0.36 0.38
H -3.92 -2.24 1.72
H -4.54 -0.62 2.11
H -1.96 -1.12 4.99
H -0.46 -0.98 6.90
H 1.93 -0.35 6.56
H 2.73 0.18 4.30
H 3.92 0.78 0.13
H 5.86 -0.64 -0.39
H 6.10 -2.86 0.66
H 4.38 -3.66 2.26
H 2.45 -2.23 2.82
H 0.06 2.74 1.69
H 0.53 5.11 2.16
H 2.81 5.81 2.84
H 4.60 4.12 3.08
H 4.13 1.73 2.65
```

* HOMO-LUMO gap: 7.9 eV
* total charge: +1
* energy: -117052.026 eV
* energy relative to the best compared isomer or geometry (same formula, charge and spin): 0.0 kJ/mol
* LUMO level: -3.0 eV


(9)
Below is an isolated molecule of C21H31N3O5, with properties calculated with ωB97M-V/def2-TZVPD.

The geometry in XYZ format:
```
60
C21H31N3O5 ωB97M-V/def2-TZVPD
N -4.84 -1.80 0.10
C -4.37 -3.17 0.11
C -3.61 -3.50 -1.19
C -2.50 -2.50 -1.52
C -1.40 -2.43 -0.47
C -0.50 -1.21 -0.70
N 0.73 -1.33 0.06
C 0.64 -1.11 1.49
C 1.90 -1.66 2.20
C 3.17 -0.82 2.01
C 3.64 -0.76 0.58
C 4.13 -1.90 -0.04
C 4.54 -1.87 -1.36
C 4.47 -0.68 -2.08
C 3.99 0.46 -1.47
C 3.58 0.43 -0.14
C 0.46 0.37 1.83
O 0.79 1.26 1.10
O -0.13 0.56 3.01
C -1.29 0.06 -0.35
O -2.16 0.04 0.53
N -1.00 1.18 -1.00
C 0.06 1.38 -1.97
C 0.12 2.89 -2.15
C -1.33 3.32 -1.94
C -1.77 2.41 -0.79
C -1.48 3.06 0.58
O -0.98 4.15 0.70
O -1.89 2.36 1.62
H -4.06 -1.16 0.25
H -5.49 -1.65 0.87
H -3.73 -3.41 0.98
H -5.25 -3.83 0.16
H -4.33 -3.50 -2.01
H -3.19 -4.50 -1.10
H -2.96 -1.52 -1.64
H -2.06 -2.78 -2.49
H -1.85 -2.35 0.52
H -0.78 -3.33 -0.50
H -0.22 -1.18 -1.76
H 1.45 -0.71 -0.31
H -0.23 -1.65 1.88
H 2.07 -2.67 1.81
H 1.68 -1.73 3.27
H 2.99 0.20 2.37
H 3.95 -1.26 2.62
H 4.19 -2.82 0.52
H 4.92 -2.76 -1.83
H 4.79 -0.65 -3.11
H 3.94 1.39 -2.02
H 3.20 1.32 0.33
H -0.34 1.51 3.14
H 1.00 0.97 -1.60
H -0.20 0.88 -2.92
H 0.51 3.18 -3.12
H 0.74 3.33 -1.36
H -1.42 4.36 -1.66
H -1.93 3.12 -2.83
H -2.84 2.17 -0.81
H -2.20 1.44 1.34
```

* HOMO-LUMO gap: 9.8 eV
* SMILES string: NCCCC[C@H](N[C@@H](CCc1ccccc1)C(=O)O)C(=O)N1CCC[C@@H]1C(=O)O
* energy: -36990.347 eV
* energy relative to the best compared isomer or geometry (same formula, charge and spin): 0.0 kJ/mol
* LUMO level: 0.7 eV


(10)
Below is a structure of composition C17H14ClHfNO3S, with properties calculated with ωB97M-V/def2-TZVPD.

The geometry in XYZ format:
```
38
C17H14ClHfNO3S ωB97M-V/def2-TZVPD
C 3.25 -1.00 1.06
C 3.66 -0.99 -0.34
C 2.71 -1.71 -1.09
H 4.64 -0.71 -0.71
C 1.62 -2.03 -0.26
C 1.95 -1.64 1.09
H 1.40 -1.96 1.97
H 3.83 -0.63 1.91
H 2.85 -2.06 -2.12
H 0.76 -2.65 -0.57
Hf 1.79 0.60 0.39
Cl 3.10 2.31 -0.48
C -0.06 0.52 -2.86
C -0.55 -0.78 -3.16
C 0.43 -1.45 -3.96
H -1.46 -1.23 -2.77
C 1.57 -0.59 -4.05
C 1.26 0.62 -3.38
H 1.96 1.40 -3.09
H -0.50 1.27 -2.22
H 0.35 -2.47 -4.34
H 2.53 -0.83 -4.51
O 0.93 1.13 2.09
C -0.32 0.91 1.63
N -0.40 0.47 0.33
S -2.10 0.16 -0.10
O -2.57 1.09 -1.10
O -2.29 -1.26 -0.28
C -2.61 0.70 1.50
C -3.90 0.91 1.97
C -4.06 1.42 3.26
C -2.94 1.74 4.08
C -1.65 1.57 3.61
C -1.53 1.05 2.31
H -4.72 0.67 1.30
H -5.08 1.57 3.64
H -3.11 2.09 5.10
H -0.74 1.78 4.16
```

* HOMO-LUMO gap: 3.8 eV
* energy: -50151.767 eV
* energy relative to the best compared isomer or geometry (same formula, charge and spin): 98.5 kJ/mol
* LUMO level: -2.1 eV


Max |F|? In order: 17.94 4.40 1.86 0.56 8.81 0.20 2.45 0.75 0.68 4.94 eV Å⁻¹.